No. 1
This record from OMol25 describes a structure of composition C58H50CuNP3S2. The level of theory is ωB97M-V/def2-TZVPD.

Structure (XYZ):
```
115
Properties=species:S:1:pos:R:3
Cu 0.707 0.312 0.072
C -2.523 -0.351 -1.169
N -2.321 -0.194 -2.591
C -1.263 0.660 -3.100
P -0.391 1.694 -1.844
C -1.711 2.762 -1.165
C -1.578 3.204 0.147
C -2.549 4.017 0.720
C -3.663 4.382 -0.020
C -3.802 3.945 -1.333
C -2.830 3.140 -1.906
C 0.488 2.873 -2.929
C 0.910 2.547 -4.216
C 1.591 3.478 -4.989
C 1.865 4.738 -4.482
C 1.462 5.065 -3.194
C 0.787 4.137 -2.419
C -3.055 -0.923 -3.526
C -4.206 -1.649 -3.180
C -4.915 -2.356 -4.135
C -4.515 -2.378 -5.464
C -3.384 -1.664 -5.817
C -2.663 -0.945 -4.874
P -1.121 -1.200 -0.228
C -0.758 -2.577 -1.340
C 0.553 -2.724 -1.785
C 0.868 -3.697 -2.723
C -0.123 -4.539 -3.209
C -1.429 -4.407 -2.758
C -1.745 -3.427 -1.830
C -2.115 -1.706 1.207
C -2.553 -0.673 2.033
C -3.407 -0.935 3.096
C -3.812 -2.236 3.351
C -3.367 -3.271 2.538
C -2.525 -3.009 1.468
H -3.432 -0.906 -0.967
H -2.667 0.615 -0.685
H -1.653 1.328 -3.875
H -0.470 0.063 -3.570
H -0.706 2.922 0.721
H -2.431 4.353 1.743
H -4.428 5.007 0.424
H -4.672 4.229 -1.910
H -2.953 2.802 -2.928
H 0.723 1.564 -4.629
H 1.911 3.211 -5.989
H 2.396 5.463 -5.086
H 1.683 6.043 -2.785
H 0.483 4.400 -1.413
H -4.573 -1.670 -2.164
H -5.799 -2.901 -3.826
H -5.074 -2.936 -6.203
H -3.042 -1.662 -6.845
H -1.776 -0.424 -5.199
H 1.338 -2.107 -1.363
H 1.892 -3.811 -3.055
H 0.123 -5.304 -3.934
H -2.207 -5.057 -3.139
H -2.773 -3.318 -1.508
H -2.238 0.348 1.843
H -3.742 -0.124 3.731
H -4.467 -2.447 4.187
H -3.669 -4.290 2.744
H -2.154 -3.825 0.862
S 0.657 -3.827 1.217
P 1.817 -2.511 2.098
S 2.383 -0.838 1.071
C 3.391 -3.273 2.633
C 3.310 -4.352 3.513
C 4.461 -4.983 3.952
C 5.706 -4.548 3.510
C 5.791 -3.479 2.633
C 4.635 -2.838 2.198
C 1.125 -1.940 3.686
C -0.108 -2.390 4.136
C -0.566 -2.011 5.394
C 0.211 -1.198 6.203
C 1.444 -0.738 5.750
C 1.894 -1.099 4.493
H 2.338 -4.700 3.843
H 4.390 -5.820 4.635
H 6.606 -5.041 3.852
H 6.758 -3.137 2.287
H 4.702 -1.999 1.517
H -0.696 -3.040 3.498
H -1.529 -2.364 5.743
H -0.142 -0.913 7.187
H 2.045 -0.088 6.373
H 2.849 -0.734 4.131
C -0.659 2.983 4.718
C 0.306 3.949 4.472
C 1.125 3.848 3.357
C 1.006 2.790 2.453
C 0.040 1.819 2.735
C -0.782 1.910 3.845
C 1.890 2.778 1.270
C 1.912 1.920 0.246
C 2.881 2.058 -0.869
C 3.152 0.974 -1.705
C 4.032 1.074 -2.773
C 4.663 2.278 -3.044
C 4.403 3.374 -2.229
C 3.527 3.264 -1.162
H -1.293 3.051 5.593
H 0.422 4.785 5.150
H 1.872 4.611 3.170
H -0.062 0.954 2.091
H -1.497 1.123 4.047
H 2.612 3.597 1.282
H 2.683 0.017 -1.508
H 4.222 0.206 -3.394
H 5.345 2.366 -3.879
H 4.877 4.327 -2.435
H 3.316 4.145 -0.568
```

Computed properties:
- Expectation value of S²: 0.76
- LUMO level (spin up / spin down): 0.41 / -0.74 eV
- Maximum force: 0.647 eV/A
- Energy relative to the best compared isomer or geometry (same formula, charge and spin): 46.9 kJ/mol
- Spin multiplicity: 2
- Kohn-Sham gap (spin up / spin down): 7.5232 / 6.7710 eV

Löwdin population analysis, charges in e, atoms 1 to 6:
1. Cu -0.02
2. C -0.28
3. N -0.15
4. C -0.32
5. P 1.11
6. C -0.37

=====

No. 2
This record from OMol25 describes a structure of composition C58H50F3N4O4Sr at a distorted geometry. The level of theory is ωB97M-V/def2-TZVPD.

Structure (XYZ):
```
120
Properties=species:S:1:pos:R:3
Sr 0.441 -0.792 -1.015
C -2.114 0.297 -4.679
N -1.071 -0.573 -4.121
C -1.627 -1.913 -3.955
C -2.587 -2.041 -2.797
C -3.667 -2.909 -2.898
C -4.432 -3.172 -1.774
C -4.104 -2.545 -0.584
C -3.036 -1.664 -0.583
N -2.299 -1.408 -1.662
C 0.156 -0.591 -4.924
C 1.185 0.437 -4.498
C 1.404 1.612 -5.202
C 2.287 2.555 -4.687
C 2.937 2.287 -3.495
C 2.713 1.058 -2.900
N 1.871 0.151 -3.390
C -2.025 1.764 -4.346
C -1.722 2.725 -5.301
C -1.708 4.061 -4.927
C -1.989 4.387 -3.614
C -2.293 3.357 -2.731
N -2.331 2.081 -3.088
H -3.064 -0.037 -4.260
H -2.166 0.163 -5.773
H -0.817 -2.608 -3.719
H -2.136 -2.256 -4.872
H -3.877 -3.395 -3.843
H -5.264 -3.863 -1.826
H -4.650 -2.735 0.330
H -2.733 -1.157 0.330
H -0.074 -0.454 -5.993
H 0.615 -1.572 -4.801
H 0.869 1.801 -6.121
H 2.440 3.497 -5.199
H 3.590 3.007 -3.022
H 3.166 0.811 -1.947
H -1.509 2.430 -6.321
H -1.475 4.832 -5.652
H -1.965 5.410 -3.266
H -2.512 3.567 -1.689
C 4.948 1.822 0.808
C 3.665 1.838 1.616
C 3.829 2.556 2.949
O 2.658 2.428 0.835
C 1.424 1.760 1.156
C 1.960 0.315 1.239
O 3.229 0.505 1.870
C 1.131 -0.761 1.991
O -0.060 -0.973 1.326
C 1.874 -2.114 2.028
C 1.513 -3.042 3.005
C 1.983 -4.344 2.972
C 2.831 -4.756 1.953
C 3.205 -3.846 0.979
C 2.736 -2.539 1.023
C 0.902 -0.242 3.423
C -0.378 0.167 3.770
C -0.644 0.666 5.040
C 0.369 0.752 5.982
C 1.650 0.326 5.647
C 1.914 -0.169 4.379
C 0.337 2.250 0.121
O 0.395 1.625 -1.080
C -1.069 2.142 0.785
C -1.357 2.751 2.009
C -2.619 2.703 2.575
C -3.647 2.032 1.923
C -3.374 1.418 0.714
C -2.103 1.465 0.150
C 0.623 3.778 -0.081
C 0.632 4.242 -1.390
C 0.870 5.579 -1.686
C 1.117 6.486 -0.668
C 1.136 6.032 0.645
C 0.898 4.697 0.931
H 5.229 2.841 0.540
H 4.794 1.245 -0.105
H 5.750 1.363 1.386
H 4.181 3.575 2.780
H 4.548 2.021 3.570
H 2.877 2.583 3.480
H 1.124 2.040 2.172
H 2.222 0.002 0.215
H 0.828 -2.741 3.787
H 1.662 -5.048 3.731
H 3.186 -5.778 1.913
H 3.858 -4.151 0.171
H 3.073 -1.856 0.249
H -1.153 0.083 3.020
H -1.648 0.989 5.289
H 0.165 1.138 6.973
H 2.447 0.374 6.381
H 2.910 -0.509 4.128
H -0.584 3.270 2.558
H -2.795 3.182 3.531
H -4.640 1.986 2.353
H -4.158 0.881 0.189
H -1.964 0.970 -0.800
H 0.461 3.508 -2.167
H 0.866 5.908 -2.720
H 1.305 7.530 -0.890
H 1.354 6.721 1.453
H 0.976 4.378 1.962
F -3.553 -6.606 4.265
C -2.253 -6.854 3.978
F -1.561 -6.460 5.069
F -2.135 -8.195 3.914
C -1.799 -6.166 2.735
C -1.496 -6.884 1.587
C -1.083 -6.217 0.445
C -0.959 -4.824 0.430
C -1.272 -4.112 1.600
C -1.689 -4.777 2.734
C -0.515 -4.117 -0.730
C -0.106 -3.456 -1.682
H -1.575 -7.962 1.588
H -0.836 -6.774 -0.449
H -1.133 -3.036 1.607
H -1.910 -4.219 3.637
```

Computed properties:
- Net charge: -1
- LUMO level: 2.25 eV
- Maximum force: 1.768 eV/A
- Energy relative to the best compared isomer or geometry (same formula, charge and spin): 97.0 kJ/mol
- Kohn-Sham gap: 7.3998 eV

Löwdin population analysis, charges in e, atoms 1 to 6:
1. Sr 1.40
2. C -0.13
3. N -0.13
4. C -0.18
5. C -0.30
6. C -0.02